Entry 1:
Molecular formula: C24H60BN6O3P2
Method: DFT, the ωB97M-V functional and the def2-TZVPD basis

Values from the calculation:
total charge	-1
HOMO-LUMO gap	6.057	eV

Geometry as XYZ:
```
96
Properties=species:S:1:pos:R:3:forces:R:3
C -0.840 -3.888 -0.176 1.0 -0.2 -0.6
C -1.030 -3.331 -1.588 -0.1 -0.5 0.5
C -1.826 -4.140 -2.601 -0.5 1.0 0.5
C -0.500 -2.130 -1.829 -0.1 0.4 -0.5
C -1.097 -1.059 -2.721 1.6 0.4 -0.4
C -2.281 -0.247 -2.104 -0.2 -0.8 -0.2
C -3.165 -0.978 -1.076 -0.8 0.9 0.2
C -2.595 -0.964 0.370 0.2 0.1 -0.2
C -4.555 -0.283 -1.033 -0.4 -0.3 0.5
C -5.667 -1.262 -0.543 0.5 0.4 -0.4
B -6.413 -1.955 -1.840 -0.3 0.0 0.3
C -7.011 -3.481 -1.532 -0.1 -0.5 0.5
C -5.928 -4.392 -1.028 -1.4 0.8 -0.8
O -4.972 -4.664 -1.714 0.8 -0.7 0.2
H 0.043 -4.548 -0.137 -0.4 -0.3 0.2
H -1.747 -4.400 0.162 0.2 -0.1 -0.1
H -0.638 -3.063 0.509 -0.1 -0.1 -0.1
H -2.108 -5.113 -2.193 0.0 0.1 -0.2
H -1.231 -4.237 -3.515 -0.1 -0.2 0.1
H -2.746 -3.597 -2.858 0.0 -0.4 0.0
H 0.464 -1.922 -1.350 -0.7 0.6 0.8
H -0.285 -0.323 -2.908 -0.4 -0.4 -0.1
H -1.336 -1.463 -3.715 -0.4 0.0 0.3
H -2.941 0.007 -2.944 0.2 0.1 0.1
H -1.927 0.705 -1.682 0.0 -0.2 0.0
H -3.356 -2.013 -1.383 0.2 0.2 -0.1
H -1.542 -0.646 0.346 -0.1 -0.4 0.2
H -3.117 -0.238 1.008 0.0 -0.1 -0.3
H -2.713 -1.937 0.858 0.3 0.1 -0.1
H -4.842 0.116 -2.015 0.1 -0.2 0.1
H -4.508 0.576 -0.339 0.2 0.0 -0.3
H -6.409 -0.677 0.026 0.2 -0.3 0.1
H -5.178 -1.980 0.141 -0.2 0.1 0.0
H -7.387 -1.257 -2.103 -0.1 0.1 -0.2
H -5.697 -1.999 -2.825 0.3 -0.1 -0.1
H -7.854 -3.430 -0.820 0.3 -0.1 0.0
H -7.408 -3.895 -2.471 0.2 0.1 0.1
H -6.045 -4.821 -0.001 0.3 0.1 0.0
O 1.293 1.516 2.914 2.1 1.9 2.1
P 1.515 0.606 4.115 -3.7 -4.7 -2.4
N 2.178 -0.751 3.276 0.1 -0.6 0.1
C 1.427 -1.375 2.195 -0.4 0.1 -0.2
C 3.539 -0.486 2.827 0.1 0.2 0.4
N -0.121 0.429 4.577 -0.4 0.9 0.1
C -0.878 -0.801 4.499 0.2 -0.4 0.5
C -0.994 1.571 4.320 0.1 0.1 -0.5
N 1.981 -0.116 5.692 1.7 2.1 0.3
C 2.717 0.838 6.533 -0.4 0.2 0.1
C 2.546 -1.444 5.863 0.4 -0.3 -0.5
H 1.977 -2.235 1.805 0.2 0.1 0.1
H 1.232 -0.691 1.362 0.0 0.0 0.0
H 0.476 -1.773 2.545 0.0 0.2 0.0
H 4.142 -0.079 3.649 0.0 0.0 0.0
H 3.562 0.237 2.003 0.0 0.0 0.0
H 4.024 -1.409 2.501 -0.1 0.0 0.0
H -1.286 -0.964 3.494 0.0 0.0 0.0
H -1.721 -0.771 5.197 0.0 0.1 0.0
H -0.287 -1.672 4.783 0.1 0.1 -0.1
H -1.340 1.593 3.279 -0.1 0.1 0.0
H -0.477 2.507 4.526 0.0 0.0 -0.1
H -1.867 1.534 4.975 0.1 -0.2 0.1
H 3.737 1.001 6.165 0.1 0.0 0.2
H 2.770 0.493 7.567 0.0 -0.1 0.0
H 2.203 1.805 6.542 0.0 0.0 -0.1
H 3.590 -1.514 5.530 0.0 -0.1 0.0
H 1.968 -2.203 5.345 0.0 0.2 -0.2
H 2.516 -1.702 6.926 0.0 0.3 0.1
O 1.837 1.234 -2.945 1.8 -0.8 -2.9
P 2.780 2.417 -3.080 -2.3 2.9 5.3
N 3.543 2.299 -1.532 0.4 0.4 0.4
C 2.737 2.309 -0.316 -0.4 -0.1 -0.1
C 4.469 1.174 -1.479 0.1 0.1 -0.4
N 1.591 3.644 -3.185 -0.7 -0.1 -0.7
C 1.356 4.661 -2.187 0.5 0.4 -0.1
C 0.333 3.270 -3.827 -0.1 -0.4 0.3
N 3.995 3.627 -3.613 0.8 -1.8 -1.8
C 4.583 3.274 -4.913 -0.3 0.2 -0.2
C 5.023 4.202 -2.761 0.2 -0.3 0.5
H 3.388 2.266 0.560 0.1 -0.1 -0.1
H 2.037 1.467 -0.260 0.0 0.0 0.0
H 2.172 3.233 -0.215 0.0 0.0 -0.1
H 5.135 1.184 -2.351 0.0 0.0 0.0
H 3.942 0.212 -1.471 0.0 0.0 0.0
H 5.103 1.239 -0.592 -0.1 0.1 0.0
H 0.712 4.294 -1.378 0.0 0.0 0.0
H 0.860 5.526 -2.638 0.0 -0.1 -0.1
H 2.282 5.039 -1.753 0.1 -0.2 0.0
H -0.338 2.745 -3.136 -0.1 0.0 -0.1
H 0.512 2.622 -4.683 0.0 -0.1 0.1
H -0.181 4.161 -4.199 0.1 0.1 0.1
H 5.277 2.429 -4.830 0.1 0.1 -0.1
H 5.116 4.122 -5.348 0.0 0.0 0.1
H 3.793 2.994 -5.618 0.0 0.0 0.1
H 5.833 3.500 -2.528 0.1 0.1 0.1
H 4.615 4.579 -1.828 -0.1 -0.2 0.0
H 5.463 5.062 -3.277 -0.1 -0.1 -0.3
```
Forces are in eV/Å.

***

Entry 2:
Molecular formula: C24H60N14O7P
Method: DFT, the ωB97M-V functional and the def2-TZVPD basis

Values from the calculation:
total charge	+1
HOMO-LUMO gap	8.019	eV

Geometry as XYZ:
```
106
Properties=species:S:1:pos:R:3:forces:R:3
C 0.724 1.542 0.913 0.5 -0.3 -0.3
C 1.881 0.528 0.843 -0.6 0.4 0.3
C 2.044 -0.207 2.181 0.7 0.0 -0.9
C 2.993 -1.423 2.032 -0.6 -0.2 0.5
C 2.202 -2.720 2.300 0.0 0.6 -0.5
C 1.397 -3.025 1.036 -0.8 -0.5 0.8
C 0.174 -3.904 1.368 0.9 -0.9 -0.9
N -0.809 -3.909 0.261 0.9 1.2 0.3
C -1.708 -2.719 0.146 -0.3 -1.3 1.6
C -2.340 -3.086 -1.177 -1.9 1.5 -0.7
C -3.099 -1.990 -1.985 1.3 0.5 0.3
C -2.973 -0.581 -1.432 0.1 0.0 -1.9
O -3.230 -0.267 -0.321 -0.2 0.2 1.8
C -3.323 -4.279 -1.068 1.2 -0.7 0.5
C -4.226 -4.250 0.162 -0.7 -0.1 -0.4
C -5.241 -3.108 0.207 0.1 0.3 0.3
C -6.383 -3.361 1.186 0.2 -0.3 0.4
C -6.036 -3.029 2.644 -0.9 0.2 0.3
N -6.903 -1.938 3.135 0.1 0.0 -0.1
N -1.094 -3.418 -1.940 0.6 -0.9 0.5
P -0.038 -2.105 -2.348 0.5 0.5 -1.2
O 1.375 -2.452 -2.181 0.6 -0.5 0.3
C -0.399 -4.217 -0.978 -1.1 1.1 0.4
N 0.450 -5.127 -1.278 0.6 -0.9 -0.9
C 0.845 -5.487 -2.642 0.7 -0.3 -0.6
C 2.330 -5.223 -2.938 -0.1 -0.2 0.1
H 1.142 2.506 1.173 -0.3 0.2 0.2
H 0.237 1.660 -0.055 0.0 0.1 0.0
H -0.014 1.207 1.640 -0.2 0.1 0.1
H 2.800 1.053 0.598 0.2 0.0 0.0
H 1.698 -0.176 0.026 0.1 -0.2 0.1
H 2.436 0.476 2.931 0.0 0.2 0.1
H 1.044 -0.496 2.507 0.0 -0.3 0.2
H 3.879 -1.355 2.657 0.0 0.1 0.2
H 3.352 -1.441 1.004 0.2 -0.1 -0.1
H 1.483 -2.539 3.099 0.1 0.0 0.3
H 2.824 -3.554 2.621 0.1 -0.1 -0.2
H 1.011 -2.116 0.582 0.2 0.3 0.0
H 2.018 -3.521 0.301 0.1 0.0 -0.3
H -0.294 -3.632 2.305 -0.3 0.1 0.0
H 0.547 -4.926 1.464 -0.2 -0.1 0.4
H -1.198 -1.763 0.249 0.3 0.0 -0.5
H -2.314 -2.774 1.047 -0.6 0.2 -0.3
H -2.696 -1.993 -2.997 -0.2 0.0 -0.2
H -4.147 -2.209 -2.114 -0.3 -0.1 0.2
H -2.647 0.202 -2.152 -0.1 -0.1 -0.1
H -2.732 -5.197 -0.990 0.0 -0.1 -0.1
H -3.892 -4.384 -1.986 -0.1 0.2 -0.2
H -4.803 -5.176 0.162 0.1 -0.2 -0.1
H -3.631 -4.300 1.071 0.1 0.1 0.2
H -5.670 -2.944 -0.783 0.1 -0.1 -0.1
H -4.728 -2.192 0.508 -0.1 0.2 -0.2
H -6.676 -4.409 1.111 -0.1 -0.1 0.0
H -7.268 -2.789 0.921 0.0 0.2 -0.2
H -6.202 -3.887 3.297 0.5 -0.3 -0.2
H -5.002 -2.694 2.713 0.2 -0.1 0.1
H -6.934 -1.963 4.149 0.1 0.2 0.0
H -7.858 -2.118 2.841 0.0 0.0 0.0
H -0.327 -0.941 -1.605 -0.7 -0.2 -0.1
H -0.295 -1.796 -3.698 -0.6 0.0 0.3
H 0.879 -5.677 -0.545 -0.1 0.2 0.1
H 0.212 -4.981 -3.355 -0.2 0.3 0.1
H 0.666 -6.546 -2.800 -0.3 -0.2 0.4
H 2.469 -4.386 -3.608 0.0 0.2 0.1
H 2.771 -6.096 -3.408 0.0 -0.1 -0.1
H 2.886 -5.035 -2.023 0.0 0.1 0.0
C 1.774 5.454 -0.044 0.0 0.6 -0.2
O 2.045 4.262 0.040 0.0 -0.3 0.1
N 0.522 5.936 0.201 -0.1 -0.2 0.0
N 2.698 6.389 -0.383 0.1 0.0 0.0
H 0.280 6.908 0.142 0.1 0.0 0.0
H -0.186 5.272 0.455 0.0 0.0 0.0
H 3.634 6.071 -0.573 0.0 0.0 0.0
H 2.490 7.370 -0.455 0.0 0.0 -0.1
C 5.034 2.150 -2.353 -0.1 -0.1 0.0
O 5.354 3.305 -2.547 0.0 0.1 0.0
N 3.868 1.806 -1.726 -0.2 0.1 0.0
N 5.813 1.095 -2.748 0.1 -0.1 -0.1
H 3.584 0.859 -1.558 0.1 0.0 0.0
H 3.270 2.558 -1.420 0.0 0.0 0.1
H 6.676 1.312 -3.211 0.0 0.0 0.0
H 5.567 0.136 -2.598 0.0 0.0 0.0
C -4.861 0.251 -4.525 -0.2 0.2 -0.1
O -4.491 -0.915 -4.507 0.2 0.0 0.2
N -6.135 0.616 -4.214 -0.1 -0.1 0.1
N -4.027 1.277 -4.860 0.2 0.0 0.1
H -6.460 1.565 -4.224 0.0 0.0 0.0
H -6.775 -0.116 -3.966 0.0 0.0 0.0
H -3.082 1.042 -5.102 -0.1 0.0 -0.1
H -4.310 2.239 -4.884 0.0 0.0 0.0
C 4.083 9.484 1.882 0.1 -0.1 0.0
O 3.319 10.066 1.125 -0.1 0.0 -0.1
N 4.876 10.149 2.775 0.0 0.2 0.0
N 4.200 8.130 1.890 0.1 0.1 0.0
H 5.509 9.691 3.403 0.0 0.0 0.0
H 4.811 11.150 2.790 0.0 0.0 0.0
H 3.617 7.636 1.242 0.1 -0.2 0.2
H 4.809 7.611 2.497 -0.1 -0.1 0.0
C 3.866 4.349 3.543 -0.1 -0.1 0.0
O 4.524 5.145 2.898 0.1 0.2 0.0
N 2.651 3.893 3.123 -0.1 0.1 -0.1
N 4.295 3.846 4.740 0.2 0.0 0.1
H 2.094 3.239 3.639 0.0 0.0 0.0
H 2.314 4.233 2.237 0.1 -0.1 -0.1
H 5.186 4.161 5.076 0.0 0.0 0.0
H 3.771 3.191 5.288 0.0 0.0 0.0
```
Forces are in eV/Å.

***

Entry 3:
Molecular formula: C24H60N4
Method: DFT, the ωB97M-V functional and the def2-TZVPD basis

Values from the calculation:
total charge	0
SMILES string	CCN(CC)CC.CCN(CC)CC.CCN(CC)CC.CCN(CC)CC
HOMO-LUMO gap	8.987	eV

Geometry as XYZ:
```
88
Properties=species:S:1:pos:R:3:forces:R:3
C -3.238 4.547 -0.378 -0.4 0.2 -0.1
C -3.811 3.156 -0.725 0.0 0.9 0.1
N -3.123 2.026 -0.149 -0.1 -0.4 -0.3
C -3.158 1.891 1.305 -0.7 0.1 -0.4
C -4.546 2.064 1.905 -0.5 0.5 -0.4
C -1.770 1.875 -0.667 0.0 -1.1 0.5
C -1.220 0.454 -0.513 0.2 -0.3 0.0
H -2.153 4.596 -0.469 0.0 -0.1 0.0
H -3.538 4.889 0.617 0.2 -0.2 0.1
H -3.654 5.298 -1.057 0.1 -0.1 -0.1
H -4.856 3.148 -0.426 -0.1 -0.2 0.0
H -3.824 3.061 -1.813 0.2 -0.2 0.0
H -2.868 0.858 1.495 0.5 0.2 0.4
H -2.499 2.637 1.779 0.3 -0.3 0.1
H -4.544 1.970 2.989 0.1 -0.2 0.0
H -4.955 3.055 1.686 0.2 0.1 0.1
H -5.281 1.379 1.473 0.2 -0.2 0.1
H -1.063 2.509 -0.114 0.0 0.3 -0.3
H -1.755 2.076 -1.739 -0.1 0.5 0.1
H -1.809 -0.333 -0.992 -0.3 0.3 -0.1
H -1.093 0.150 0.530 0.0 0.1 0.0
H -0.235 0.404 -0.983 0.0 0.1 0.1
C 0.811 -5.523 0.151 0.6 0.3 -1.0
C 0.175 -5.055 -1.155 -0.6 0.0 -0.1
N -1.270 -4.819 -1.002 0.3 0.3 0.2
C -1.995 -5.071 -2.227 -0.1 -0.7 -0.5
C -2.102 -6.568 -2.562 -0.2 0.3 -0.1
C -1.515 -3.460 -0.512 -0.1 -0.1 0.2
C -2.700 -3.380 0.432 -0.3 0.0 0.0
H 1.756 -6.013 -0.104 0.0 -0.1 0.2
H 0.168 -6.219 0.678 -0.1 0.1 0.1
H 1.074 -4.634 0.721 -0.2 -0.2 0.5
H 0.643 -4.121 -1.502 0.2 -0.1 0.0
H 0.316 -5.770 -1.965 0.0 -0.2 0.2
H -3.016 -4.698 -2.140 0.1 0.2 0.2
H -1.527 -4.551 -3.084 -0.1 0.1 0.0
H -2.358 -7.133 -1.666 0.1 0.0 0.0
H -2.906 -6.723 -3.287 0.1 0.0 0.0
H -1.199 -6.977 -3.014 0.1 0.0 0.2
H -1.657 -2.768 -1.358 0.1 0.0 0.0
H -0.635 -3.122 0.043 0.1 0.0 -0.1
H -3.638 -3.717 -0.018 0.1 0.0 -0.2
H -2.854 -2.344 0.746 0.0 -0.1 0.1
H -2.534 -4.012 1.305 0.1 0.1 0.0
C 1.073 2.986 2.121 0.5 -0.8 0.2
C 0.950 4.245 1.293 -0.4 -0.5 0.0
N 1.927 4.279 0.212 0.2 0.4 -0.1
C 1.447 3.532 -0.935 0.2 -0.5 -0.2
C 2.407 3.530 -2.105 0.3 0.2 0.0
C 2.347 5.650 -0.099 0.0 0.1 0.6
C 1.324 6.494 -0.836 -0.2 0.8 0.3
H 2.104 2.833 2.454 0.0 0.2 0.1
H 0.842 2.087 1.540 -0.2 0.1 0.0
H 0.429 2.990 3.002 -0.1 0.1 -0.1
H -0.073 4.247 0.881 0.0 0.4 0.1
H 1.060 5.102 1.956 0.1 0.2 -0.2
H 1.341 2.477 -0.654 -0.2 0.1 0.2
H 0.449 3.863 -1.272 0.1 0.1 0.1
H 3.362 3.085 -1.821 0.0 -0.1 0.0
H 1.982 2.954 -2.926 0.0 0.0 -0.1
H 2.624 4.539 -2.458 -0.1 -0.1 -0.1
H 3.309 5.674 -0.616 -0.1 -0.3 -0.2
H 2.555 6.112 0.869 0.0 0.0 0.0
H 1.327 6.298 -1.906 -0.3 -0.1 0.0
H 1.516 7.564 -0.694 0.4 -0.1 -0.2
H 0.331 6.395 -0.389 -0.1 -0.4 -0.3
C 1.341 -2.531 3.142 0.0 0.6 -0.3
C 2.029 -1.443 2.271 0.0 -0.5 0.5
N 2.219 -1.867 0.897 -0.1 -0.2 -0.2
C 3.205 -2.928 0.731 -0.3 -0.3 0.4
C 4.675 -2.534 0.871 0.1 0.2 0.2
C 2.302 -0.782 -0.054 -0.5 0.6 0.2
C 2.011 -1.209 -1.480 0.4 0.0 -0.4
H 0.957 -3.320 2.498 0.1 -0.2 0.1
H 0.474 -2.113 3.655 0.1 0.0 0.1
H 2.021 -2.917 3.898 0.0 -0.3 0.0
H 1.395 -0.558 2.257 0.1 0.1 0.0
H 2.980 -1.186 2.767 0.0 0.3 -0.1
H 3.006 -3.453 -0.207 0.2 0.2 -0.1
H 2.961 -3.668 1.498 0.1 -0.1 0.0
H 4.992 -2.508 1.917 -0.1 0.0 0.0
H 4.873 -1.538 0.473 0.0 -0.1 -0.2
H 5.323 -3.253 0.369 0.0 0.0 -0.1
H 1.526 -0.061 0.232 0.0 -0.1 0.0
H 3.224 -0.178 0.017 0.2 -0.3 -0.2
H 1.865 -0.331 -2.115 0.1 0.0 0.1
H 2.836 -1.775 -1.922 0.0 0.0 0.1
H 1.109 -1.815 -1.565 0.0 0.0 0.2
```
Forces are in eV/Å.

***

Entry 4:
Molecular formula: C24H61ClGaO7S
Method: DFT, the ωB97M-V functional and the def2-TZVPD basis

Values from the calculation:
total charge	-1
HOMO-LUMO gap	6.262	eV

Geometry as XYZ:
```
95
Properties=species:S:1:pos:R:3:forces:R:3
O 0.236 -7.814 -0.587 -0.1 0.3 -0.1
S -0.113 -9.175 -0.831 0.4 -0.3 0.5
O 0.865 -10.076 -1.346 0.0 0.0 -0.2
Cl -1.650 -9.165 -2.197 -0.2 0.1 0.0
C -0.863 -9.889 0.615 0.2 0.0 -0.2
C 0.232 -10.250 1.618 0.0 -0.3 -0.1
C -0.388 -10.574 2.969 0.2 -0.1 0.4
C 0.689 -11.024 3.973 0.0 -0.2 -0.3
Ga 0.991 -13.052 3.864 0.3 0.1 -0.1
H -1.544 -9.150 1.031 -0.1 0.1 -0.2
H -1.394 -10.766 0.255 -0.1 -0.1 0.1
H 0.774 -11.126 1.265 0.0 0.0 0.0
H 0.964 -9.447 1.708 -0.1 0.2 0.1
H -1.108 -11.387 2.829 -0.2 0.0 0.0
H -0.960 -9.714 3.336 0.0 0.1 -0.1
H 1.642 -10.561 3.700 0.1 0.1 0.1
H 0.451 -10.679 4.979 -0.1 -0.1 0.1
H 1.679 -13.321 2.413 -0.1 0.0 0.0
H -0.424 -13.826 3.911 -0.1 0.0 0.1
H 2.020 -13.523 5.015 -0.1 0.0 0.1
C -0.607 -1.314 -1.558 0.0 0.0 -0.1
C -1.304 -2.532 -0.977 0.0 0.0 0.1
O -1.578 -3.552 -1.917 -0.1 0.0 0.0
C -0.449 -4.105 -2.575 0.1 0.0 -0.1
C 0.577 -4.730 -1.647 -0.1 0.1 0.1
H -1.194 -0.889 -2.374 0.0 0.0 0.0
H -0.475 -0.551 -0.789 0.0 0.0 0.0
H 0.382 -1.560 -1.950 0.0 0.0 0.0
H -2.280 -2.242 -0.585 0.0 0.0 0.0
H -0.730 -2.931 -0.132 0.0 0.0 0.0
H 0.021 -3.350 -3.218 0.0 0.0 0.0
H -0.859 -4.870 -3.235 0.0 0.0 0.0
H 1.026 -3.991 -0.980 0.0 0.0 -0.1
H 1.380 -5.179 -2.232 0.0 0.0 0.0
H 0.125 -5.509 -1.037 0.0 0.0 0.0
C 0.828 3.562 2.014 0.0 0.0 -0.1
C 0.553 2.121 1.614 0.1 0.1 0.1
O 0.587 1.903 0.216 -0.2 -0.1 -0.1
C 1.818 2.195 -0.424 0.1 0.1 0.0
C 2.994 1.381 0.084 0.0 0.0 0.1
H 0.121 4.238 1.528 0.0 0.0 0.0
H 0.731 3.671 3.095 0.0 0.0 0.0
H 1.836 3.877 1.739 0.0 0.0 0.1
H -0.455 1.849 1.925 0.0 -0.1 -0.1
H 1.236 1.437 2.129 0.0 0.0 0.0
H 2.038 3.267 -0.357 0.0 0.0 0.0
H 1.657 1.976 -1.480 -0.1 0.0 0.0
H 3.207 1.577 1.136 0.0 0.0 0.0
H 3.886 1.636 -0.490 0.0 0.0 0.0
H 2.796 0.314 -0.026 0.0 0.0 0.0
C -2.986 6.993 -1.501 0.0 -0.1 0.0
C -1.649 6.842 -0.795 0.0 0.1 0.0
O -1.359 5.521 -0.386 0.0 -0.1 0.1
C -1.277 4.546 -1.415 0.0 -0.1 0.0
C -0.199 4.828 -2.447 0.0 0.1 0.0
H -3.796 6.634 -0.864 0.0 0.0 0.0
H -3.167 8.043 -1.734 0.0 0.0 0.0
H -3.021 6.435 -2.437 0.0 0.0 0.0
H -1.654 7.426 0.126 0.0 0.0 0.0
H -0.840 7.241 -1.418 0.0 0.0 0.0
H -2.253 4.419 -1.900 0.0 0.1 0.0
H -1.053 3.608 -0.907 0.0 0.0 0.1
H -0.381 5.754 -2.995 0.0 0.0 0.0
H -0.159 4.014 -3.172 0.0 0.0 0.0
H 0.776 4.909 -1.964 0.0 0.0 0.0
C -5.825 5.317 2.029 0.0 -0.1 0.0
C -4.536 5.127 2.810 0.0 0.1 0.0
O -4.319 3.804 3.260 0.0 0.0 0.1
C -4.240 2.813 2.249 0.0 -0.1 -0.1
C -3.146 3.067 1.230 0.0 0.1 0.0
H -6.684 5.006 2.625 0.0 0.0 0.0
H -5.948 6.369 1.766 0.0 0.0 0.0
H -5.832 4.742 1.102 0.0 0.0 0.0
H -4.566 5.730 3.718 0.0 0.0 0.0
H -3.679 5.479 2.222 0.0 0.0 0.0
H -5.209 2.696 1.749 0.0 0.0 0.0
H -4.049 1.882 2.781 0.0 0.0 0.0
H -3.309 3.992 0.674 0.0 0.0 0.0
H -3.102 2.249 0.510 0.0 0.0 0.0
H -2.177 3.152 1.720 0.0 0.0 0.0
C 5.806 4.962 -3.624 0.0 0.0 0.1
C 4.488 4.367 -3.159 0.0 0.0 -0.1
O 4.453 4.043 -1.781 0.0 -0.1 0.0
C 4.646 5.114 -0.876 0.0 0.1 0.1
C 3.610 6.220 -0.988 0.0 0.0 -0.1
H 6.631 4.284 -3.401 0.0 0.0 0.0
H 5.777 5.131 -4.700 0.0 0.0 0.0
H 6.017 5.919 -3.145 0.0 0.0 0.0
H 4.312 3.421 -3.672 0.0 0.0 0.0
H 3.655 5.030 -3.420 0.0 0.0 0.0
H 5.658 5.523 -0.973 0.0 0.0 0.0
H 4.584 4.656 0.112 0.0 0.0 0.0
H 3.642 6.718 -1.958 0.0 0.0 0.0
H 3.792 6.975 -0.222 0.0 0.0 0.0
H 2.605 5.820 -0.846 0.0 0.0 0.0
```
Forces are in eV/Å.

***

Among the records above, which one has the highest HOMO-LUMO gap? C24H60N4